[1]
Below is the ion C13H10INO3P with charge +1 at a distorted geometry, with properties calculated with ωB97M-V/def2-TZVPD.

The geometry in ORCA input format:
```
! RIJCOSX wB97M-V def2-TZVPD def2/J DEFGRID3
* xyz 1 1
C 4.10 -1.44 0.96
C 3.13 -1.02 0.32
C 1.87 -0.21 -0.03
C 0.51 -0.82 0.15
C 0.45 -2.23 0.68
C -0.90 -2.82 0.86
C -2.12 -2.01 0.54
C -2.11 -0.59 0.02
P -3.79 0.12 -0.23
O -4.11 1.34 0.61
O -4.18 0.34 -1.86
O -4.97 -1.01 0.27
C -0.74 0.00 -0.20
C -0.57 1.39 -0.77
I -1.98 2.81 -1.45
C 0.86 1.87 -0.89
N 1.99 1.08 -0.53
C 3.36 1.65 -0.68
C 3.72 2.63 0.25
H 5.14 -1.64 1.32
H 1.36 -2.84 0.91
H -0.97 -3.88 1.22
H -3.11 -2.54 0.72
H -5.09 0.70 -1.91
H -4.73 -1.13 1.22
H 1.11 2.90 -1.28
H 4.07 1.31 -1.49
H 4.66 2.53 0.85
H 3.05 3.53 0.40
*
```

For the gap between HOMO and LUMO, the calculation gives 0.2576 Eh. As for the LUMO energy: -5.1 eV. The SMILES is C#Cc1c2cccc(P(=O)(O)O)c2c(I)c[n+]1C=C. The HOMO energy comes out at -12.12 eV.

[2]
Below is a structure of composition C13H10MnN2O4 at a distorted geometry, with properties calculated with ωB97M-V/def2-TZVPD.

The geometry in ORCA input format:
```
! RIJCOSX wB97M-V def2-TZVPD def2/J DEFGRID3
* xyz 2 6
Mn 0.72 -1.20 0.86
C 2.13 -0.01 0.58
O 3.17 0.50 0.90
C 1.87 -2.46 1.57
O 2.66 -3.29 1.86
C 0.98 -2.10 -0.74
O 0.98 -2.76 -1.70
C 0.35 -0.93 2.66
O 0.08 -0.84 3.79
C -1.40 -2.63 1.18
H -2.06 -2.08 1.87
H -1.80 -2.72 0.16
C -0.42 -3.44 1.62
H -0.07 -4.27 1.00
H -0.29 -3.62 2.70
N -1.91 1.93 0.16
C -1.37 0.87 0.81
N -0.27 0.45 0.19
C -0.04 1.32 -0.91
C 1.05 1.48 -1.75
C 0.98 2.53 -2.69
C -0.15 3.37 -2.85
C -1.17 3.29 -1.89
C -1.11 2.24 -0.96
H -2.73 2.46 0.49
H -1.78 0.32 1.65
H 1.94 0.83 -1.69
H 1.86 2.67 -3.32
H -0.23 4.09 -3.69
H -1.99 4.01 -1.84
*
```

For the gap between HOMO and LUMO (spin up / spin down), the calculation gives 0.2666 / 0.1823 Eh. As for the LUMO energy (spin up / spin down): -8.3 / -10.6 eV. The HOMO energy (spin up / spin down) comes out at -15.53 / -15.51 eV.

[3]
Below is a structure of composition C13H11BrI2MgN2O at a distorted geometry, with properties calculated with ωB97M-V/def2-TZVPD.

The geometry in ORCA input format:
```
! RIJCOSX wB97M-V def2-TZVPD def2/J DEFGRID3
* xyz 0 1
Mg -9.28 0.63 1.84
I -15.31 -3.60 3.18
C -13.48 -2.74 2.54
C -13.47 -2.47 1.17
C -12.39 -1.78 0.68
I -12.38 -1.22 -1.35
C -11.29 -1.39 1.49
O -10.33 -0.70 0.97
C -11.31 -1.75 2.86
C -10.19 -1.26 3.83
N -10.03 0.22 3.77
C -11.26 1.00 3.95
C -11.11 2.39 3.36
C -11.69 3.51 3.93
C -11.56 4.70 3.28
C -10.96 4.75 2.10
C -10.39 3.61 1.58
N -10.44 2.43 2.22
C -12.41 -2.47 3.35
H -14.30 -2.66 0.60
H -10.33 -1.69 4.81
H -9.23 -1.66 3.54
H -9.27 0.54 4.37
H -12.02 0.45 3.42
H -11.64 1.02 4.98
H -12.22 3.46 4.86
H -11.93 5.62 3.77
H -10.83 5.69 1.60
H -9.98 3.63 0.58
H -12.44 -2.78 4.42
Br -6.95 0.88 2.00
*
```

For the gap between HOMO and LUMO, the calculation gives 0.2742 Eh. As for the LUMO energy: -0.3 eV. The HOMO energy comes out at -7.78 eV.

[4]
Below is a structure of composition C13H11ClHgN3O6 at a distorted geometry, with properties calculated with ωB97M-V/def2-TZVPD.

The geometry in ORCA input format:
```
! RIJCOSX wB97M-V def2-TZVPD def2/J DEFGRID3
* xyz 0 2
Hg 0.85 -1.15 0.96
O -3.32 2.66 2.79
C -2.58 3.29 1.93
O -2.63 4.48 1.77
C -1.57 2.49 1.14
C -0.65 3.09 0.31
Cl -0.41 4.71 0.06
N 0.14 2.13 -0.27
N -0.23 0.93 0.19
C -1.25 1.10 1.04
C -1.79 -0.08 1.77
O -2.65 0.11 2.64
O -1.28 -1.21 1.48
C 1.14 2.15 -1.36
C 1.63 0.97 -1.89
C 2.57 1.01 -2.93
C 3.00 2.20 -3.50
C 2.44 3.36 -2.97
C 1.53 3.34 -1.93
H -3.17 1.69 2.81
H 1.33 0.03 -1.50
H 3.02 0.07 -3.27
H 3.74 2.25 -4.28
H 2.68 4.32 -3.43
H 1.12 4.27 -1.62
N -0.68 -5.81 1.75
C -0.90 -4.47 1.20
C 0.22 -4.06 0.27
O 0.10 -3.07 -0.42
O 1.33 -4.77 0.23
H -0.86 -6.52 1.06
H -1.29 -5.95 2.54
H 1.24 -5.52 0.85
H -1.00 -3.67 1.99
H -1.83 -4.37 0.60
*
```

For the gap between HOMO and LUMO (spin up / spin down), the calculation gives 0.3163 / 0.2689 Eh. As for the LUMO energy (spin up / spin down): 0.1 / -2.2 eV. The HOMO energy (spin up / spin down) comes out at -8.50 / -9.48 eV. The energy above the lowest of the compared OMol25 structures with the same formula, charge and spin is 0.00 kcal per mole.

[5]
Below is a structure of composition C13H11I2IrN2O4, with properties calculated with ωB97M-V/def2-TZVPD.

The geometry in ORCA input format:
```
! RIJCOSX wB97M-V def2-TZVPD def2/J DEFGRID3
* xyz 1 6
Ir -0.05 -0.55 -0.07
I 0.42 -0.08 5.30
C 1.89 0.03 3.88
C 3.21 0.24 4.24
C 4.22 0.33 3.29
I 6.14 0.64 3.96
C 3.93 0.22 1.89
C 4.88 0.33 0.86
C 4.47 0.22 -0.45
C 3.12 0.00 -0.73
N 2.22 -0.13 0.23
C 2.60 -0.01 1.51
C 1.53 -0.10 2.50
O 0.34 -0.28 2.14
H 3.46 0.33 5.29
H 5.92 0.50 1.09
H 5.17 0.32 -1.27
H 2.76 -0.08 -1.75
N -2.40 0.19 0.30
C -2.42 1.64 0.09
C -1.06 2.24 -0.29
O -0.89 3.43 -0.30
O -0.09 1.38 -0.60
H -2.98 -0.29 -0.38
H -2.74 -0.06 1.22
H -2.76 2.16 0.98
H -3.11 1.91 -0.71
C -1.80 -3.36 -0.50
C -0.53 -2.58 -0.34
O 0.58 -3.04 -0.34
H -1.59 -4.41 -0.65
H -2.36 -2.95 -1.34
H -2.40 -3.21 0.40
*
```

For the gap between HOMO and LUMO (spin up / spin down), the calculation gives 0.2508 / 0.2264 Eh. As for the LUMO energy (spin up / spin down): -4.0 / -6.2 eV. The HOMO energy (spin up / spin down) comes out at -10.78 / -12.40 eV. The energy above the lowest of the compared OMol25 structures with the same formula, charge and spin is 0.00 kcal per mole.

[6]
Below is an isolated molecule of C13H11N3O5S2 at a distorted geometry, with properties calculated with ωB97M-V/def2-TZVPD.

The geometry in ORCA input format:
```
! RIJCOSX wB97M-V def2-TZVPD def2/J DEFGRID3
* xyz 0 1
O 0.73 -3.86 -0.26
O -5.17 -1.99 2.05
O -6.04 0.21 1.28
O 5.81 0.86 -2.44
O 5.57 -0.83 -0.56
N 0.22 -2.81 0.25
C -1.86 1.29 -0.11
C 1.20 1.46 -1.26
C -3.18 0.89 0.38
C 2.61 1.33 -1.57
C -2.51 -1.39 0.05
C 2.29 -1.09 -1.62
C -0.99 0.30 -0.58
C 0.40 0.39 -0.92
C -1.28 -1.02 -0.45
C 0.94 -0.92 -1.21
C -3.48 -0.47 0.37
C 3.13 0.04 -1.79
N -5.65 -1.67 -0.33
N 5.32 -1.37 -2.85
C -0.17 -1.90 -0.85
S -5.11 -0.92 1.07
S 4.97 -0.17 -1.74
H -1.46 2.31 0.00
H 0.88 2.52 -1.26
H -3.93 1.69 0.72
H 3.19 2.26 -1.46
H -2.85 -2.30 0.46
H 2.64 -2.12 -1.86
H -5.96 -2.54 -0.07
H -6.50 -1.14 -0.61
H 5.67 -0.87 -3.63
H 6.02 -1.80 -2.34
H -0.48 -2.36 -1.78
*
```

For the gap between HOMO and LUMO, the calculation gives 0.3098 Eh. As for the LUMO energy: -1.4 eV. The SMILES is NS(=O)(=O)c1ccc2c(c1)C(N=O)c1cc(S(N)(=O)=O)ccc1-2. The HOMO energy comes out at -9.79 eV. The energy above the lowest of the compared OMol25 structures with the same formula, charge and spin is 61.25 kcal per mole.

[7]
Below is an isolated molecule of C13H11NO5, with properties calculated with ωB97M-V/def2-TZVPD.

The geometry in ORCA input format:
```
! RIJCOSX wB97M-V def2-TZVPD def2/J DEFGRID3
* xyz 0 1
C -0.14 1.81 -2.97
C -0.16 1.03 -1.69
C 1.02 0.53 -1.12
C 1.04 -0.21 0.06
C 2.37 -0.74 0.53
C 2.90 -1.68 -0.55
O 2.61 -2.84 -0.54
C -0.16 -0.47 0.76
C -0.20 -1.24 2.05
C 0.69 -0.71 3.14
O 1.23 -1.39 3.94
O 0.76 0.67 3.22
C -1.33 0.01 0.17
C -1.33 0.72 -1.02
C -2.75 1.07 -1.36
O -3.21 1.68 -2.28
N -3.51 0.53 -0.31
C -2.75 -0.14 0.63
O -3.20 -0.69 1.60
H 0.24 1.21 -3.79
H -1.13 2.16 -3.20
H 0.51 2.68 -2.87
H 1.96 0.73 -1.62
H 3.08 0.07 0.68
H 2.32 -1.34 1.43
H 3.53 -1.27 -1.35
H -1.21 -1.15 2.45
H -0.04 -2.30 1.91
H 1.36 0.97 2.52
H -4.48 0.31 -0.44
*
```

For the gap between HOMO and LUMO, the calculation gives 0.3364 Eh. As for the LUMO energy: -0.7 eV. The SMILES is Cc1cc(CC=O)c(CC(=O)O)c2c1C(=O)NC2=O. The HOMO energy comes out at -9.90 eV. The energy above the lowest of the compared OMol25 structures with the same formula, charge and spin is 0.00 kcal per mole.

[8]
Below is an isolated molecule of C13H12 at a distorted geometry, with properties calculated with ωB97M-V/def2-TZVPD.

The geometry in ORCA input format:
```
! RIJCOSX wB97M-V def2-TZVPD def2/J DEFGRID3
* xyz 0 1
C 0.67 1.56 -0.41
C 1.99 1.37 -0.10
C 1.52 -1.05 -0.07
C 0.20 -0.78 -0.10
C -0.30 0.52 -0.34
C 2.45 0.04 -0.05
C -0.72 -1.89 -0.13
C -2.07 -1.83 -0.38
C -2.77 1.70 0.20
C -2.84 -0.59 -0.47
C -2.71 0.32 0.75
C -1.67 0.80 -0.26
C 3.88 -0.29 0.30
H 0.37 2.62 -0.40
H 2.66 2.19 -0.33
H 1.93 -2.05 -0.05
H -0.28 -2.80 0.07
H -2.60 -2.82 -0.39
H -3.72 2.09 -0.27
H -2.35 2.47 0.78
H -3.76 -0.40 -1.16
H -2.70 0.08 1.76
H 4.16 -1.24 -0.31
H 4.62 0.63 0.00
H 4.04 -0.64 1.35
*
```

For the gap between HOMO and LUMO, the calculation gives 0.3207 Eh. As for the LUMO energy: 0.9 eV. The SMILES is Cc1ccc2c(c1)C=C[C@H]1[C@@H]3C[C@@]213. The HOMO energy comes out at -7.80 eV. The energy above the lowest of the compared OMol25 structures with the same formula, charge and spin is 6.23 kcal per mole.